w:
# C10H18N2O5

An isolated molecule of C10H18N2O5 (the ωB97M-V functional and the def2-TZVPD basis, the Open Molecules 2025 dataset).

Geometry (Å):
C 3.090 -0.146 -0.822
C 1.876 0.336 -1.573
C 0.989 1.481 -0.915
C 1.819 2.712 -0.425
C 0.047 1.039 0.216
N -0.389 2.111 1.120
C 0.562 -0.151 0.935
O 1.414 -0.068 1.823
N 0.015 -1.374 0.544
C -1.340 -1.556 -0.099
C -2.241 -1.077 1.072
C -2.598 -2.211 2.153
O -1.934 -3.214 2.055
O -3.454 -1.863 3.124
C -1.701 -0.985 -1.543
O -2.376 0.022 -1.694
O -1.301 -1.726 -2.543
H 3.464 -1.160 -1.251
H 3.876 0.563 -0.923
H 2.859 -0.309 0.275
H 1.194 -0.568 -1.703
H 2.136 0.449 -2.643
H 0.813 2.012 -1.784
H 2.647 2.744 -1.093
H 2.354 2.654 0.489
H 1.172 3.587 -0.515
H -0.755 0.811 -0.374
H -1.051 1.726 1.692
H 0.408 2.219 1.751
H 0.220 -2.174 1.166
H -1.378 -2.683 -0.217
H -1.666 -0.310 1.601
H -3.069 -0.553 0.597
H -3.937 -1.105 2.789
H -1.761 -1.233 -3.285

Output
HOMO energy = -0.3559 Eh
LUMO = 0.009 Ha
SMILES = CC[C@H](C)[C@H](N)C(=O)N[C@@H](CC(=O)O)C(=O)O

Here are the Löwdin charges for atoms 1 to 2, given in e: -0.115 -0.221

x:
# C10H18N2O5

An isolated molecule of C10H18N2O5 (the ωB97M-V functional and the def2-TZVPD basis, the Open Molecules 2025 dataset).

Geometry (Å):
C 4.730 0.928 -0.736
C 3.517 -0.164 -0.145
C 1.963 0.217 -0.476
C 1.636 1.575 -0.004
C 0.944 -0.970 -0.049
N -0.408 -0.559 -0.486
C -1.586 -1.288 -0.266
O -1.730 -2.478 0.003
C -2.864 -0.562 -0.704
N -3.824 -1.703 -1.074
C -3.492 0.353 0.515
C -2.888 1.672 0.515
O -2.134 1.981 -0.551
O -3.272 2.546 1.475
C 1.056 -1.218 1.481
O 1.621 -0.447 2.231
O 0.218 -2.360 1.788
H 4.233 1.975 -0.342
H 5.741 0.604 -0.036
H 4.830 0.587 -1.969
H 3.510 -0.427 0.994
H 3.675 -1.071 -0.803
H 1.653 0.277 -1.475
H 0.470 1.733 0.038
H 1.823 1.799 1.137
H 1.963 2.489 -0.565
H 1.190 -1.792 -0.852
H -0.404 0.471 -0.821
H -2.729 0.152 -1.526
H -3.563 -2.365 -0.384
H -3.401 -2.035 -1.878
H -4.566 0.523 0.296
H -3.564 -0.106 1.462
H -3.950 2.229 2.254
H -0.400 -2.569 0.955

Output
HOMO energy = -0.3711 Eh
LUMO = -0.003 Ha
SMILES = CC[C@H](C)[C@H](NC(=O)[C@@H](N)CC(=O)O)C(=O)O

Here are the Löwdin charges for atoms 1 to 2, given in e: -0.118 -0.189

Energies relative to the most stable structure, in eV: w 0.000; x 2.671.

w:
# C2H9NOS

A cluster of 2 separate species, C2H9NOS in total (the ωB97M-V functional and the def2-TZVPD basis, the Open Molecules 2025 dataset).

Geometry (Å):
N 1.366 -0.952 0.234
C 2.049 0.184 0.657
O 3.148 -0.041 1.684
H 1.746 -1.767 0.617
H 0.472 -1.101 0.559
H 2.510 0.678 -0.143
H 1.490 1.043 1.030
H 2.802 -0.159 2.547
C -2.781 0.502 -1.713
S -2.340 0.839 0.101
H -3.693 0.930 -1.936
H -2.094 0.837 -2.434
H -2.808 -0.603 -1.665
H -1.867 -0.391 0.461

Output
HOMO energy = -0.3426 Eh
LUMO = 0.023 Ha
SMILES = NCO.CS

Here are the Löwdin charges for atoms 1 to 2, given in e: 0.047 -0.294

x:
# C2H9NOS

A cluster of 2 separate species, C2H9NOS in total (the ωB97M-V functional and the def2-TZVPD basis, the Open Molecules 2025 dataset).

Geometry (Å):
N 0.845 1.028 3.046
C 0.263 0.734 1.780
O -0.080 1.985 1.129
H 0.402 0.785 3.894
H 1.759 1.443 3.058
H -0.494 -0.072 1.864
H 1.155 0.250 1.244
H -0.215 2.695 1.910
C -0.637 -0.183 -1.745
S -0.223 -1.897 -2.126
H -0.889 0.196 -2.764
H 0.154 0.306 -1.128
H -1.677 -0.215 -1.212
H 0.339 -1.423 -3.421

Output
HOMO energy = -0.3261 Eh
LUMO = 0.031 Ha
SMILES = NCO.CS

Here are the Löwdin charges for atoms 1 to 2, given in e: -0.003 -0.367

Energies relative to the most stable structure, in eV: w 0.000; x 0.150.

w:
# C42H61BClF4MoN3O4S2Si2Te

A structure of composition C42H61BClF4MoN3O4S2Si2Te (the ωB97M-V functional and the def2-TZVPD basis, the Open Molecules 2025 dataset).

Geometry (Å):
Mo 1.114 -0.753 0.175
O 1.639 0.854 1.292
C 2.394 1.143 2.321
C 3.748 0.763 2.331
C 4.549 0.983 3.431
C 4.029 1.582 4.579
C 2.701 1.968 4.577
C 1.873 1.774 3.470
C 0.476 2.216 3.557
N -0.226 2.851 2.648
C -1.450 3.094 3.218
C -1.496 2.590 4.481
N -0.251 2.049 4.697
H 4.127 0.260 1.448
H 5.586 0.667 3.403
H 4.649 1.757 5.449
H 2.296 2.471 5.450
H -2.231 3.596 2.670
H -2.279 2.539 5.215
H 0.016 1.464 5.468
C 5.135 -3.122 -0.638
C 3.941 -2.469 0.013
S 3.333 -1.025 -0.778
C 3.379 -2.948 1.134
C 3.892 -4.179 1.835
S 1.984 -2.196 1.886
H 5.454 -2.549 -1.506
H 4.898 -4.134 -0.979
H 5.983 -3.198 0.050
H 4.976 -4.274 1.749
H 3.443 -5.086 1.417
H 3.634 -4.150 2.894
C 2.621 -4.344 -4.918
C 1.996 -3.146 -4.250
C 1.939 -1.919 -4.901
C 1.317 -0.836 -4.294
C 1.255 0.500 -4.982
C 0.763 -0.992 -3.032
C 0.844 -2.194 -2.331
C 1.451 -3.276 -2.983
N 0.395 -2.238 -0.990
C -0.299 -3.503 -0.598
C -1.189 -3.290 0.628
C -1.258 -3.944 -1.719
C 0.723 -4.618 -0.242
H 3.285 -4.042 -5.729
H 1.856 -5.000 -5.341
H 3.201 -4.934 -4.206
H 2.368 -1.812 -5.892
H 1.371 0.395 -6.062
H 2.054 1.153 -4.621
H 0.306 0.999 -4.785
H 0.203 -0.176 -2.594
H 1.534 -4.234 -2.494
H -1.988 -2.584 0.407
H -0.619 -2.948 1.490
H -1.636 -4.257 0.877
H -1.920 -3.122 -1.992
H -1.864 -4.774 -1.348
H -0.753 -4.275 -2.623
H 1.746 -4.301 -0.433
H 0.521 -5.528 -0.815
H 0.666 -4.865 0.818
C -4.087 2.647 -1.547
Si -2.763 3.474 -2.576
C -2.418 5.166 -1.813
C -3.424 3.746 -4.313
C -1.140 2.548 -2.673
Te -0.475 1.919 -0.731
C 0.783 3.632 -0.457
Si 2.338 3.941 -1.432
C 2.050 4.200 -3.273
C 3.044 5.570 -0.789
C 3.587 2.591 -1.172
H -4.783 3.397 -1.163
H -3.659 2.110 -0.699
H -4.631 1.918 -2.147
H -3.316 5.788 -1.854
H -1.616 5.693 -2.334
H -2.130 5.068 -0.764
H -4.356 4.317 -4.286
H -3.629 2.775 -4.764
H -2.715 4.282 -4.947
H -0.364 3.186 -3.099
H -1.254 1.655 -3.282
H 1.061 3.546 0.595
H 0.117 4.495 -0.528
H 1.396 5.057 -3.448
H 1.609 3.332 -3.762
H 3.009 4.403 -3.757
H 2.345 6.391 -0.965
H 3.984 5.814 -1.290
H 3.237 5.518 0.283
H 3.138 1.611 -1.330
H 3.960 2.599 -0.145
H 4.438 2.678 -1.851
C -5.618 0.136 4.976
C -4.895 -1.174 4.859
C -5.355 -2.316 5.497
C -4.676 -3.513 5.352
Cl -5.282 -4.942 6.168
C -3.534 -3.599 4.582
C -3.052 -2.462 3.950
C -3.730 -1.256 4.084
O -3.313 -0.096 3.522
C -2.691 -0.168 2.243
C -1.193 -0.462 2.268
O -0.567 -0.612 3.303
O -0.762 -0.553 1.062
H -6.482 0.043 5.634
H -5.956 0.478 3.996
H -4.960 0.914 5.363
H -6.253 -2.275 6.100
H -3.013 -4.541 4.481
H -2.139 -2.499 3.374
H -2.814 0.811 1.781
H -3.196 -0.901 1.607
F -2.348 -0.008 -1.980
B -3.216 -0.519 -2.980
F -2.540 -1.449 -3.767
F -4.330 -1.101 -2.374
F -3.628 0.565 -3.792

Output
net charge = -2
⟨S²⟩ = 2.04
spin multiplicity = 3
HOMO energy (alpha / beta) = -0.0777 / -0.0837 Eh
LUMO (alpha / beta) = 0.137 / 0.137 Ha

Here are the Löwdin charges for atoms 1 to 2, given in e: 1.254 -0.393

x:
# C42H61BClF4MoN3O4S2Si2Te

A structure of composition C42H61BClF4MoN3O4S2Si2Te (the ωB97M-V functional and the def2-TZVPD basis, the Open Molecules 2025 dataset).

Geometry (Å):
Mo 0.128 -1.226 0.439
O -1.373 0.106 0.225
C -2.435 0.358 -0.537
C -2.281 0.939 -1.798
C -3.374 1.363 -2.526
C -4.658 1.237 -2.010
C -4.824 0.636 -0.776
C -3.734 0.178 -0.037
C -3.973 -0.481 1.254
N -3.577 -1.671 1.637
C -4.081 -1.849 2.900
C -4.801 -0.759 3.290
N -4.730 0.112 2.225
H -1.279 0.991 -2.203
H -3.225 1.766 -3.520
H -5.520 1.557 -2.583
H -5.822 0.472 -0.382
H -3.868 -2.744 3.463
H -5.323 -0.518 4.199
H -5.086 1.049 2.179
C 4.842 -1.315 1.727
C 3.402 -0.956 1.452
S 2.447 -2.162 0.641
C 2.885 0.209 1.856
C 3.675 1.240 2.621
S 1.197 0.586 1.560
H 5.135 -2.186 1.143
H 4.993 -1.552 2.786
H 5.515 -0.491 1.476
H 4.169 0.797 3.491
H 3.023 2.035 2.983
H 4.454 1.704 2.005
C -0.917 -4.357 6.122
C -0.890 -3.317 5.029
C -1.164 -1.985 5.320
C -1.191 -1.053 4.287
C -1.531 0.391 4.528
C -0.917 -1.473 3.003
C -0.604 -2.801 2.657
C -0.611 -3.718 3.728
N -0.347 -3.036 1.325
C -0.240 -4.411 0.786
C 0.890 -5.260 1.407
C 0.067 -4.321 -0.706
C -1.606 -5.091 0.940
H -0.902 -3.890 7.109
H -0.058 -5.027 6.051
H -1.818 -4.973 6.058
H -1.392 -1.686 6.339
H -2.020 0.528 5.495
H -2.192 0.769 3.745
H -0.627 1.004 4.504
H -1.164 -0.752 2.230
H -0.426 -4.765 3.563
H 1.813 -4.681 1.431
H 1.049 -6.133 0.769
H 0.687 -5.631 2.408
H 1.022 -3.835 -0.900
H -0.710 -3.785 -1.244
H 0.124 -5.331 -1.121
H -1.903 -5.193 1.985
H -1.574 -6.088 0.492
H -2.360 -4.493 0.427
C 0.572 3.680 4.100
Si 0.865 5.029 2.841
C 2.421 4.644 1.869
C 1.148 6.667 3.739
C -0.620 5.235 1.719
Te -1.405 3.392 0.907
C 0.101 3.133 -0.587
Si 0.136 4.260 -2.087
C -0.816 5.871 -1.876
C 1.939 4.693 -2.419
C -0.555 3.397 -3.600
H 1.378 3.663 4.840
H 0.541 2.707 3.602
H -0.373 3.813 4.632
H 3.289 4.662 2.534
H 2.594 5.374 1.074
H 2.376 3.649 1.423
H 1.998 6.595 4.422
H 0.270 6.952 4.324
H 1.354 7.475 3.032
H -0.415 5.915 0.891
H -1.451 5.673 2.280
H -0.039 2.090 -0.883
H 1.060 3.140 -0.069
H -0.240 6.629 -1.341
H -1.752 5.702 -1.341
H -1.056 6.276 -2.863
H 2.400 5.134 -1.531
H 2.039 5.404 -3.243
H 2.509 3.797 -2.676
H -0.221 2.360 -3.670
H -0.231 3.916 -4.507
H -1.647 3.396 -3.583
C 4.296 -1.133 -6.332
C 3.006 -1.900 -6.403
C 2.804 -2.886 -7.356
C 1.606 -3.583 -7.391
Cl 1.384 -4.828 -8.609
C 0.601 -3.316 -6.484
C 0.790 -2.331 -5.525
C 1.983 -1.623 -5.486
O 2.263 -0.620 -4.614
C 1.325 -0.275 -3.610
C 1.303 -1.254 -2.434
O 1.817 -2.345 -2.522
O 0.685 -0.721 -1.422
H 5.024 -1.540 -7.035
H 4.713 -1.171 -5.325
H 4.138 -0.077 -6.565
H 3.585 -3.116 -8.069
H -0.326 -3.873 -6.498
H -0.003 -2.145 -4.815
H 0.308 -0.195 -4.007
H 1.644 0.700 -3.239
F -1.751 -2.108 -1.733
B -2.317 -2.229 -3.030
F -2.023 -3.503 -3.545
F -3.696 -2.029 -2.972
F -1.722 -1.254 -3.876

Output
net charge = -2
⟨S²⟩ = 2.02
spin multiplicity = 3
HOMO energy (alpha / beta) = -0.0551 / -0.0736 Eh
LUMO (alpha / beta) = 0.125 / 0.125 Ha

Here are the Löwdin charges for atoms 1 to 2, given in e: 1.394 -0.376

Energies relative to the most stable structure, in eV: w 0.000; x 1.115.

w:
# C3HLaO2

A structure of composition C3HLaO2 (the ωB97M-V functional and the def2-TZVPD basis, the Open Molecules 2025 dataset).

Geometry (Å):
C -3.087 1.361 -0.249
H -3.748 2.207 -0.330
C -2.298 0.454 -0.114
O -1.605 -1.647 -0.022
C -1.197 -0.516 0.269
La 2.440 -0.561 0.924
O -0.012 -0.094 0.052

Output
net charge = +1
⟨S²⟩ = 0.75
spin multiplicity = 2
HOMO energy (alpha / beta) = -0.4366 / -0.4366 Eh
LUMO (alpha / beta) = -0.234 / -0.232 Ha

Here are the Löwdin charges for atoms 1 to 2, given in e: 0.124 0.040

x:
# C3HLaO2

A structure of composition C3HLaO2 (the ωB97M-V functional and the def2-TZVPD basis, the Open Molecules 2025 dataset).

Geometry (Å):
C -3.248 -0.546 0.114
C -2.394 0.337 0.117
O -1.148 0.680 -0.087
C -0.137 -0.427 -0.261
O -0.630 -1.522 -0.216
H -4.052 -1.219 -0.122
La 2.676 0.533 -0.274

Output
net charge = +1
⟨S²⟩ = 0.75
spin multiplicity = 2
HOMO energy (alpha / beta) = -0.4165 / -0.4167 Eh
LUMO (alpha / beta) = -0.234 / -0.239 Ha

Here are the Löwdin charges for atoms 1 to 2, given in e: 0.140 -0.266

Energies relative to the most stable structure, in eV: w 0.000; x 1.989.

w:
# C18H35GaN2O

A structure of composition C18H35GaN2O (the ωB97M-V functional and the def2-TZVPD basis, the Open Molecules 2025 dataset).

Geometry (Å):
C 0.884 -2.138 -2.046
H 0.741 -3.194 -2.296
H 0.317 -1.543 -2.779
H 0.441 -2.026 -0.926
C 2.369 -1.793 -2.089
H 2.501 -0.724 -1.850
H 2.888 -2.354 -1.305
C 3.023 -2.109 -3.441
H 4.071 -1.804 -3.441
H 2.977 -3.179 -3.646
H 2.526 -1.580 -4.267
C -0.765 1.660 0.930
C 0.306 2.014 0.067
C 0.029 1.563 -1.248
C -1.253 0.894 -1.241
C -1.756 0.954 0.153
C -3.189 0.780 0.529
C -2.117 0.706 -2.443
C 0.661 2.081 -2.487
C 1.396 2.971 0.421
C -1.004 2.211 2.280
Ga -0.449 -0.794 -0.276
H -2.966 0.047 -2.228
H -2.505 1.675 -2.804
H -1.552 0.242 -3.263
H -3.727 0.165 -0.209
H -3.311 0.310 1.519
H -3.682 1.765 0.561
H -0.070 2.304 2.849
H -1.462 3.214 2.235
H -1.684 1.570 2.854
H 2.213 2.948 -0.317
H 1.008 4.004 0.444
H 1.831 2.760 1.412
H 0.636 1.347 -3.304
H 0.108 2.975 -2.832
H 1.708 2.376 -2.340
C 1.941 -0.353 3.201
N 0.937 -1.320 3.627
C 1.050 -1.811 4.990
C 0.000 -1.650 2.721
O 0.237 -1.138 1.564
N -1.095 -2.411 2.920
C -1.436 -3.162 4.124
C -2.047 -2.600 1.830
H 2.642 -0.207 4.032
H 1.483 0.621 2.950
H 2.497 -0.713 2.323
H 0.230 -1.447 5.621
H 1.098 -2.904 5.008
H 1.981 -1.423 5.404
H -2.511 -3.057 4.305
H -1.220 -4.233 4.000
H -0.918 -2.802 5.011
H -2.527 -1.653 1.545
H -1.566 -3.043 0.949
H -2.817 -3.283 2.192

Output
net charge = +2
HOMO energy = -0.5404 Eh
LUMO = -0.302 Ha

Here are the Löwdin charges for atoms 1 to 2, given in e: -0.079 0.120

x:
# C18H35GaN2O

A structure of composition C18H35GaN2O (the ωB97M-V functional and the def2-TZVPD basis, the Open Molecules 2025 dataset).

Geometry (Å):
C 0.856 1.069 -3.218
H 0.360 1.022 -4.195
H 1.044 2.125 -2.992
H 0.156 0.684 -2.468
C 2.163 0.270 -3.229
H 2.623 0.308 -2.233
H 1.943 -0.787 -3.427
C 3.160 0.787 -4.271
H 4.087 0.204 -4.265
H 2.735 0.732 -5.281
H 3.420 1.835 -4.078
C 0.332 0.751 2.071
C 1.753 0.900 1.801
C 1.875 2.007 0.963
C 0.572 2.644 0.827
C -0.360 1.932 1.580
C -1.778 2.293 1.866
C 0.338 3.912 0.074
C 3.133 2.548 0.366
C 2.839 0.038 2.348
C -0.244 -0.219 3.050
Ga 0.419 0.483 0.002
H -0.719 4.070 -0.133
H 0.696 4.776 0.639
H 0.861 3.921 -0.883
H -2.195 2.941 1.096
H -2.417 1.413 1.923
H -1.864 2.820 2.820
H 0.273 -1.177 3.022
H -0.163 0.171 4.068
H -1.298 -0.411 2.855
H 3.726 0.052 1.715
H 3.143 0.374 3.344
H 2.526 -1.001 2.439
H 2.986 2.883 -0.661
H 3.498 3.409 0.932
H 3.927 1.803 0.354
C 0.238 -3.351 0.692
N -1.202 -3.245 0.454
C -1.968 -4.473 0.577
C -1.710 -1.999 0.094
O -0.883 -1.035 0.058
N -3.026 -1.703 -0.271
C -4.201 -2.572 -0.297
C -3.298 -0.342 -0.729
H 0.564 -4.379 0.956
H 0.543 -2.697 1.524
H 0.794 -3.054 -0.223
H -2.708 -4.376 1.399
H -2.412 -4.746 -0.403
H -1.339 -5.342 0.862
H -4.995 -2.123 0.338
H -4.585 -2.638 -1.338
H -4.110 -3.587 0.060
H -3.071 0.385 0.071
H -2.677 -0.111 -1.621
H -4.363 -0.196 -1.018

Output
net charge = +2
HOMO energy (alpha / beta) = -0.5615 / -0.5615 Eh
LUMO (alpha / beta) = -0.361 / -0.361 Ha

Here are the Löwdin charges for atoms 1 to 2, given in e: -0.109 0.102

Energies relative to the most stable structure, in eV: w 0.000; x 0.431.